This record from the Open Molecules 2025 dataset describes C53H39BrF6N11O3SbTl as an isolated structure at a distorted geometry. The level of theory is the ωB97M-V functional and the def2-TZVPD basis.

The geometry in XYZ format:
```
115
Properties=species:S:1:pos:R:3:forces:R:3
Tl 0.6925 -0.2580 1.0861 -0.537 0.152 0.436
O -3.8147 0.5693 1.6508 0.417 0.013 0.385
C -2.6030 0.6313 1.7958 0.062 0.075 -0.546
N -1.7100 -0.3870 2.0690 -0.144 -0.461 0.066
C -2.1433 -1.6704 1.9390 -1.863 -0.421 -1.342
O -3.0593 -2.0949 1.2040 0.726 0.681 0.517
C -1.4860 -2.8065 2.6903 1.453 1.064 2.175
C -1.8415 -4.1944 2.2999 0.939 -0.515 0.484
C -1.5090 -5.2605 3.4043 0.735 0.023 -3.273
C -0.4490 -4.8560 4.3038 0.278 2.271 1.142
C -0.1097 -3.5459 4.3992 0.040 -1.738 0.859
N -0.7366 -2.5176 3.7088 -0.372 0.209 -1.055
C -1.9178 2.0034 1.6110 0.257 -1.632 0.489
C -2.6140 3.0973 1.1806 -2.263 -0.094 -0.882
C -1.9630 4.2525 0.7781 -0.754 -1.869 0.540
C -0.6083 4.3226 0.9987 0.775 0.718 -0.024
C 0.0242 3.2124 1.5170 -0.024 -1.551 1.004
N -0.6085 2.0253 1.7824 1.312 1.649 -0.504
H -2.9035 -4.1645 2.1045 -0.298 -0.184 -0.085
H -0.9584 -6.1199 2.9117 -1.590 0.376 0.214
H 0.0190 -5.6407 4.8625 0.389 -0.061 0.451
H 0.6615 -3.2663 5.1355 -0.311 0.125 -0.656
H -3.7240 2.9488 0.9983 1.530 0.279 0.327
H -2.6287 4.8716 0.2420 0.136 1.552 -0.380
H -0.0369 5.2169 0.7683 -0.015 -0.244 -0.071
H 1.0858 3.1750 1.8165 -0.685 0.567 -0.312
N 2.9052 2.3683 -0.0435 3.062 -0.286 -0.046
C 4.3144 2.4523 0.3107 -2.350 -0.246 0.199
C 4.7306 2.5273 1.6421 0.173 -0.304 -1.258
C 6.1043 2.4589 1.9111 -0.312 0.552 1.232
C 7.0691 2.2980 0.9580 0.378 -0.430 2.021
C 6.6882 2.2527 -0.3467 -0.534 0.713 -2.955
C 7.6303 2.3077 -1.4282 -2.033 0.308 -0.809
C 7.1432 2.5276 -2.6960 -0.145 -0.123 -0.190
C 5.7162 2.6099 -2.9350 1.995 0.305 -0.965
N 4.8497 2.5429 -1.9834 -0.446 0.022 -0.566
C 5.3015 2.4128 -0.7238 0.259 -0.416 1.425
H 2.2314 2.5686 0.6619 -0.036 0.348 -0.026
H 2.6690 2.5287 -1.0180 -0.044 0.112 0.417
H 4.0207 2.5914 2.4536 0.005 0.176 -0.001
H 6.4038 2.6469 2.9418 -0.071 -0.332 -0.115
H 8.0989 2.1828 1.2957 -0.099 0.185 -0.409
H 8.6711 2.2847 -1.2499 0.985 -0.117 0.299
H 7.8219 2.6732 -3.5543 -0.383 -0.190 0.542
H 5.4318 2.8118 -3.9940 -0.290 -0.295 0.987
Br -5.6484 2.7473 -12.6147 -0.165 -0.174 0.044
C -5.0412 2.5211 -10.8246 0.783 -0.689 0.018
C -5.0225 3.6057 -9.9776 -1.520 2.598 0.391
C -4.4809 3.5823 -8.7098 0.396 -1.493 -0.625
C -3.8159 2.4150 -8.2817 0.114 1.068 -0.856
C -3.8287 1.3124 -9.1199 -0.812 -1.305 -1.547
C -4.4315 1.3385 -10.3882 -0.187 -0.311 0.799
N -3.0701 2.2920 -7.1799 1.176 1.155 3.308
N -2.8926 3.4321 -6.4780 -0.993 -1.059 -2.221
C -2.2891 3.4242 -5.3227 0.794 -1.692 1.172
C -2.0462 4.6814 -4.7200 -0.704 1.342 -0.645
C -1.4250 4.9233 -3.5492 0.469 0.024 -0.199
C -0.7313 3.8531 -2.8920 -0.810 -1.618 -0.138
O 0.0283 4.0154 -1.9645 0.795 0.156 0.727
C -1.1079 2.4325 -3.3720 1.559 -0.270 0.090
N -0.5942 1.3773 -2.6857 -1.653 0.484 0.484
C -1.1274 0.1618 -2.9173 2.201 1.044 1.928
C -1.9067 -0.1009 -4.0048 -0.664 -1.913 -0.242
C -2.2173 0.9161 -4.8512 0.439 1.071 0.508
C -1.8454 2.2377 -4.5367 -0.798 0.320 -0.606
H -5.5632 4.5810 -10.2157 0.825 -1.470 -0.225
H -4.4712 4.4058 -8.0496 -0.187 0.874 0.357
H -3.4143 0.3465 -8.8005 0.018 0.651 0.067
H -4.4885 0.3668 -10.8984 0.076 0.776 -0.269
H -2.4301 5.5202 -5.3124 0.053 -0.193 0.245
H -1.2413 5.9161 -3.1482 -0.157 -0.049 -0.199
H -0.8134 -0.5509 -2.1144 -0.408 0.095 -1.184
H -2.2468 -1.1406 -4.1955 0.148 0.857 0.127
H -2.7685 0.7714 -5.7229 -0.723 -0.321 -1.186
F 3.7528 3.3018 6.8677 0.280 -0.292 0.157
Sb 3.7305 4.7263 5.6377 1.540 1.804 -0.167
F 2.4634 5.5952 6.7264 -0.476 -0.176 -0.005
F 5.0410 5.7535 6.5721 -0.034 -0.452 0.002
F 3.5821 6.1833 4.4123 -0.016 -0.477 0.050
F 5.1924 3.9787 4.6133 -0.670 0.004 0.413
F 2.5201 3.7380 4.6182 -0.620 -0.340 -0.475
C 0.4604 -5.8216 -0.8154 -2.404 -1.577 0.078
C 0.8451 -4.7382 -0.0389 1.486 1.912 2.474
N 0.2253 -4.2641 0.9844 0.693 0.421 -0.281
C -1.1541 -4.5799 1.0320 -1.316 -1.632 -1.384
C -1.5005 -6.0689 0.6097 -1.083 1.357 0.804
C -0.6795 -6.4959 -0.4599 0.722 0.292 -1.301
C -2.5859 -6.8436 0.9634 2.709 -1.474 -3.046
C -3.5912 -6.8798 1.9096 -2.107 2.002 3.972
C -3.7231 -6.3039 3.2242 0.017 -1.127 -1.988
C -4.9488 -6.5321 3.9643 1.946 0.381 -1.057
C -5.0423 -6.1854 5.2240 0.672 1.015 1.101
N -4.0998 -5.5013 5.9470 0.981 0.336 -0.307
C -3.0312 -5.2218 5.2917 0.065 -0.516 -1.034
N -2.7832 -5.6175 3.9489 -0.296 -0.156 3.341
H 1.0961 -6.2282 -1.5364 0.791 -0.261 -1.274
H 1.7846 -4.2186 -0.1523 0.641 -0.444 -0.495
H -1.5121 -3.9420 0.2051 -0.713 -0.223 0.180
H -1.0439 -7.3094 -1.0873 0.355 -0.282 0.357
H -2.5825 -7.7715 0.2539 -0.445 1.533 1.144
H -4.5918 -7.2070 1.6250 0.510 -0.591 -0.270
H -5.7184 -7.0123 3.4726 -1.496 -0.954 -0.903
H -5.8725 -6.3156 5.8154 -2.189 -0.745 0.815
H -2.2475 -4.6490 5.7964 -0.140 -0.256 -0.554
C 3.9366 -0.5061 4.9970 1.898 -0.367 2.077
C 3.4878 -1.7487 4.5881 -1.360 0.323 -0.448
C 2.3986 -1.7405 3.6571 0.870 0.138 0.786
C 1.9241 -0.5000 3.3229 0.777 0.760 -0.338
C 2.4407 0.7574 3.7225 -1.616 -1.150 0.025
C 3.4270 0.7622 4.6532 2.458 -0.115 1.235
H 4.7624 -0.5550 5.7505 -0.702 0.323 -0.648
H 3.8270 -2.7030 5.0620 -0.056 1.017 -0.692
H 1.9985 -2.6885 3.3269 -0.199 0.178 -0.343
H 1.9549 1.6828 3.5457 -0.516 0.664 -0.722
H 3.9295 1.6955 5.1366 -1.326 -1.781 -1.141
```
Forces are in eV/Å.

The expectation value of S² is 0.768. As for the molecular weight: 1398.00 g mol⁻¹. As for the spin multiplicity: 2. The calculation puts the lowest unoccupied orbital energy (alpha / beta) at 2.237 / 1.876 eV. Its charge is -2. The calculation puts the energy above the lowest of the compared OMol25 structures with the same formula, charge and spin at 3.2 kcal per mole. The gap between HOMO and LUMO (alpha / beta) is 4.98 / 4.62 eV.